1.
Here is C25H49FN3NbO3PSi as an isolated structure in a non-equilibrium geometry from the Open Molecules 2025 dataset. Energies are from ωB97M-V/def2-TZVPD.

Structure (XYZ):
```
84
Properties=species:S:1:pos:R:3:lowdin_charge:R:1
C 3.041 3.983 0.503 -0.0716
C 4.115 3.297 -0.356 -0.2162
N 4.805 2.170 0.291 -0.0569
C 3.905 0.993 0.311 -0.2772
C 4.250 -0.007 -0.802 -0.3653
Nb 2.449 -1.237 -1.498 1.4747
F 1.329 0.427 -1.676 -0.5043
C 1.914 -1.630 0.666 -0.3073
C 2.076 -3.112 1.119 -0.2869
C 0.763 -3.887 1.174 -0.2275
C 0.017 -3.775 2.498 -0.2186
C -0.574 -2.401 2.768 -0.2082
C -1.658 -2.028 1.753 -0.2223
C -2.909 -1.480 2.422 -0.2632
C -3.983 -1.097 1.380 -0.2438
Si -4.451 0.722 1.407 0.5844
C -3.014 1.833 1.899 -0.1565
C -5.864 0.967 2.621 -0.1727
C -4.973 1.211 -0.341 -0.2461
C -5.310 0.261 -1.313 -0.1298
C -5.684 0.643 -2.599 -0.0861
C -5.747 1.991 -2.932 -0.0851
C -5.444 2.958 -1.975 -0.0826
C -5.053 2.561 -0.697 -0.1025
C 0.653 -2.401 -2.357 -0.3490
C -0.666 -1.822 -1.844 -0.2655
C -1.562 -1.252 -2.921 -0.5137
N -2.348 -0.099 -2.562 0.1237
O -1.657 -1.723 -4.010 0.0922
P 3.474 -0.732 -3.816 0.6009
N 5.116 -1.268 -3.859 -0.2843
O 3.655 0.898 -4.042 -0.4221
C 5.399 2.462 1.498 -0.5300
C 6.112 3.793 1.599 -0.0058
O 5.446 1.701 2.437 0.0535
H 2.111 4.043 -0.052 0.0690
H 2.833 3.450 1.425 0.0814
H 3.306 5.006 0.744 0.0613
H 3.639 2.913 -1.248 0.1092
H 4.819 4.047 -0.697 0.0960
H 3.956 0.465 1.250 0.0849
H 2.875 1.302 0.155 0.0844
H 4.664 0.550 -1.647 -0.0172
H 5.054 -0.661 -0.461 0.0315
H 3.452 -2.767 -1.589 -0.0983
H 0.864 -1.370 0.776 0.0131
H 2.478 -1.014 1.358 0.0217
H 2.479 -3.093 2.134 0.0929
H 2.808 -3.640 0.521 0.0530
H 0.122 -3.585 0.347 0.0841
H 0.971 -4.947 1.038 0.1035
H 0.671 -4.075 3.312 0.1045
H -0.818 -4.476 2.471 0.1053
H 0.196 -1.639 2.805 0.1027
H -1.025 -2.412 3.761 0.1025
H -1.293 -1.259 1.078 0.0918
H -1.959 -2.913 1.201 0.1128
H -3.318 -2.246 3.077 0.1051
H -2.636 -0.650 3.071 0.0920
H -4.868 -1.704 1.542 0.0754
H -3.617 -1.329 0.381 0.0556
H -3.155 2.801 1.428 0.0152
H -2.089 1.404 1.525 0.0346
H -2.944 2.000 2.968 0.0301
H -6.240 1.985 2.620 0.0242
H -5.533 0.767 3.638 0.0264
H -6.672 0.270 2.421 0.0253
H -5.271 -0.787 -1.062 0.0922
H -5.925 -0.082 -3.360 0.1034
H -6.023 2.317 -3.922 0.0972
H -5.512 4.001 -2.234 0.0946
H -4.828 3.346 0.010 0.0891
H 0.743 -3.460 -2.136 0.0164
H 0.688 -2.261 -3.432 0.0100
H -1.281 -2.591 -1.371 0.1055
H -0.531 -1.044 -1.096 0.0480
H -1.803 0.446 -1.900 0.0719
H -3.176 -0.391 -2.051 0.0409
H 5.644 -0.888 -3.078 -0.0042
H 5.127 -2.277 -3.778 -0.0058
H 4.458 1.223 -3.608 0.0140
H 6.385 4.182 0.629 0.0662
H 7.035 3.617 2.136 0.0779
H 5.518 4.509 2.153 0.0805
```

As for the total charge: -1. For the total energy, the calculation gives -2159.6603 a.u. The HOMO energy comes out at -3.6 eV. The energy above the lowest of the compared OMol25 structures with the same formula, charge and spin is 0.00 kcal/mol. The value obtained for the maximum force is 3.26 eV/Å.

2.
Here is C25H49N3O7 as an isolated structure in a non-equilibrium geometry from the Open Molecules 2025 dataset. Energies are from ωB97M-V/def2-TZVPD.

Structure (XYZ):
```
84
Properties=species:S:1:pos:R:3:lowdin_charge:R:1
C -14.826 -12.079 39.794 -0.3429
O -14.038 -12.051 38.859 -0.0084
N -16.118 -11.631 39.873 -0.0284
C -17.069 -11.954 40.924 -0.1841
C -16.716 -11.163 38.602 -0.0031
H -14.518 -12.390 40.804 0.1121
H -16.578 -12.444 41.764 0.0952
H -17.890 -12.575 40.565 0.0520
H -17.486 -11.030 41.325 0.0941
H -15.933 -10.558 38.145 0.1119
H -16.962 -12.044 38.008 0.1087
H -17.509 -10.439 38.788 0.0254
C -21.006 -16.744 37.596 -0.0132
C -20.741 -15.597 38.532 -0.3919
O -20.824 -15.711 39.758 -0.0168
C -20.262 -14.287 37.934 -0.0237
H -21.387 -17.523 38.256 0.0921
H -20.148 -16.995 36.973 0.0344
H -21.844 -16.421 36.979 0.0834
H -21.203 -13.933 37.514 0.1233
H -19.533 -14.533 37.161 -0.0242
H -19.810 -13.658 38.700 -0.0213
C -16.365 -16.479 36.586 0.0001
C -17.352 -17.110 37.539 -0.3751
O -18.509 -17.192 37.155 0.0152
C -16.806 -17.627 38.852 -0.0377
H -15.664 -17.301 36.438 0.1137
H -15.965 -15.676 37.205 0.0592
H -16.889 -16.114 35.703 0.0733
H -17.363 -18.490 39.217 0.1099
H -16.885 -16.783 39.537 0.0254
H -15.725 -17.762 38.834 0.1035
C -14.309 -14.247 41.028 -0.0188
C -15.745 -14.478 41.195 -0.2856
O -16.629 -13.573 41.146 -0.1445
C -16.064 -15.940 41.266 -0.0578
H -13.746 -15.080 40.606 0.0413
H -13.990 -14.112 42.061 0.1499
H -14.085 -13.229 40.711 0.0272
H -15.780 -16.506 40.379 0.0966
H -17.119 -16.022 41.527 -0.0621
H -15.605 -16.318 42.180 0.1340
C -17.899 -16.248 42.602 -0.0680
C -18.681 -16.087 41.301 -0.3564
O -18.714 -16.963 40.400 0.0396
C -19.328 -14.731 41.059 -0.0239
H -18.546 -16.147 43.473 0.1144
H -16.988 -15.655 42.674 0.0696
H -17.471 -17.248 42.537 0.1234
H -18.511 -14.017 41.172 0.0808
H -20.188 -14.629 41.721 0.1326
H -19.674 -14.715 40.025 0.0307
C -19.207 -10.696 39.112 -0.0826
C -20.722 -10.622 38.786 -0.4369
O -21.108 -10.625 37.627 0.0512
C -21.569 -10.430 40.017 -0.0191
H -19.035 -11.767 39.005 -0.1165
H -19.009 -10.288 40.103 0.0999
H -18.580 -10.191 38.377 0.0720
H -21.457 -11.345 40.600 0.0875
H -22.614 -10.208 39.799 0.0786
H -21.198 -9.507 40.462 0.0841
C -13.147 -15.754 38.968 0.0172
C -14.491 -15.232 38.656 -0.4318
O -15.426 -16.016 38.663 -0.2063
C -14.601 -13.808 38.257 -0.0569
H -12.344 -15.344 38.354 0.1104
H -13.155 -16.808 38.691 0.1084
H -12.905 -15.603 40.020 0.0712
H -15.560 -13.395 38.570 0.0631
H -14.349 -13.552 37.228 0.1551
H -13.785 -13.335 38.805 0.0403
C -17.362 -14.555 39.014 -0.0300
C -18.383 -13.543 39.291 -0.1921
N -19.181 -12.716 39.475 0.1070
H -17.475 -15.418 39.670 0.0786
H -16.376 -14.139 39.218 0.0678
H -17.461 -14.826 37.963 -0.0651
C -19.381 -15.143 34.686 0.0254
C -18.651 -14.846 35.951 -0.1079
N -18.083 -14.574 36.943 0.1505
H -20.053 -14.309 34.481 0.1005
H -20.018 -16.027 34.666 0.0963
H -18.688 -15.219 33.848 0.0946
```

As for the total charge: 0. For the total energy, the calculation gives -1671.3921 a.u. The HOMO energy comes out at -7.5 eV. The energy above the lowest of the compared OMol25 structures with the same formula, charge and spin is 976.27 kcal/mol. The value obtained for the maximum force is 17.62 eV/Å.

3.
Here is a single C25H49NO6S molecule in a non-equilibrium geometry from the Open Molecules 2025 dataset. Energies are from ωB97M-V/def2-TZVPD.

Structure (XYZ):
```
82
Properties=species:S:1:pos:R:3:lowdin_charge:R:1
C -4.642 -2.061 -2.555 -0.0685
C -4.458 -3.569 -2.831 -0.2600
O -4.114 -4.243 -1.622 -0.1619
C -2.738 -4.631 -1.625 -0.2448
C -2.257 -5.059 -0.243 -0.1637
C -2.447 -4.004 0.886 -0.1839
C -2.397 -2.562 0.340 -0.1816
C -2.303 -1.553 1.552 -0.1097
C -1.514 -0.332 1.075 -0.3295
O -2.310 0.417 0.100 -0.2809
S -1.387 0.587 -1.268 0.9487
O -2.041 1.566 -2.089 -0.3731
O 0.052 1.287 -0.823 -0.3036
C 0.019 2.086 0.373 -0.3381
C 0.976 3.296 0.195 -0.1140
C 0.670 3.941 -1.182 -0.1886
C 1.719 3.491 -2.215 -0.2119
C 1.319 3.781 -3.691 -0.1511
C 1.379 2.500 -4.560 -0.2319
O 2.684 2.248 -5.066 -0.1851
C 3.467 1.455 -4.186 -0.1150
C 0.294 1.310 1.676 -0.2219
C 1.452 0.290 1.592 -0.1503
C 2.472 0.359 2.729 -0.1944
C 3.577 -0.725 2.621 -0.2070
C 4.329 -0.725 1.274 -0.2018
C 5.475 0.330 1.195 -0.2661
N 5.147 1.484 0.333 -0.0088
C -1.069 0.691 2.167 -0.2069
C -0.852 0.115 3.576 -0.0695
C -2.017 0.532 4.556 -0.2632
C -3.388 0.680 3.913 -0.0430
O -2.992 -0.450 4.784 -0.0743
H -5.038 -1.871 -1.553 0.0736
H -3.666 -1.562 -2.606 0.0633
H -5.319 -1.623 -3.297 0.0748
H -3.704 -3.709 -3.617 0.1141
H -5.412 -3.975 -3.194 0.1142
H -2.676 -5.523 -2.277 0.1249
H -2.114 -3.856 -2.093 0.1172
H -1.193 -5.315 -0.328 0.1136
H -2.800 -5.960 0.069 0.1112
H -1.703 -4.129 1.684 0.1046
H -3.419 -4.155 1.372 0.1187
H -3.355 -2.350 -0.135 0.0898
H -1.584 -2.413 -0.380 0.1084
H -3.341 -1.345 1.824 0.1228
H -1.822 -2.114 2.356 0.1054
H -0.676 -0.732 0.485 0.1033
H -0.978 2.540 0.474 0.1448
H 2.027 3.013 0.315 0.1125
H 0.635 4.016 0.950 0.1210
H 0.710 5.039 -1.149 0.1159
H -0.345 3.695 -1.518 0.1042
H 2.667 4.002 -1.991 0.1141
H 1.915 2.416 -2.129 0.0818
H 0.312 4.215 -3.751 0.1105
H 2.011 4.501 -4.145 0.1128
H 0.756 2.689 -5.444 0.1193
H 0.959 1.649 -4.004 0.1152
H 4.316 1.077 -4.767 0.0875
H 3.881 2.042 -3.355 0.0794
H 2.889 0.592 -3.820 0.0892
H 0.563 2.044 2.452 0.1477
H 1.082 -0.747 1.544 0.1276
H 1.959 0.441 0.629 0.1019
H 2.021 0.225 3.719 0.0985
H 2.986 1.333 2.760 0.1142
H 3.174 -1.728 2.819 0.1079
H 4.300 -0.529 3.425 0.1048
H 4.839 -1.700 1.210 0.1018
H 3.679 -0.680 0.395 0.0944
H 6.328 -0.178 0.722 0.0947
H 5.794 0.641 2.194 0.1074
H 4.393 1.273 -0.310 0.0454
H 4.867 2.251 0.935 0.0520
H -1.752 1.544 2.120 0.1414
H -0.773 -0.968 3.652 0.1200
H -0.027 0.657 4.046 0.0994
H -1.768 1.228 5.354 0.1350
H -3.509 0.411 2.872 0.0832
H -4.198 1.090 4.507 0.1105
```

As for the total charge: 0. For the total energy, the calculation gives -1886.1981 a.u. The HOMO energy comes out at -9.2 eV. The value obtained for the maximum force is 2.81 eV/Å.

4.
Here is C25H50Br16NO2 as an isolated structure in a non-equilibrium geometry from the Open Molecules 2025 dataset. Energies are from ωB97M-V/def2-TZVPD.

Structure (XYZ):
```
94
Properties=species:S:1:pos:R:3:lowdin_charge:R:1
C 6.258 -4.527 -1.329 -0.1579
C 6.479 -3.093 -0.769 -0.2543
C 5.136 -2.592 -0.179 -0.2330
C 4.506 -1.398 -0.920 -0.2056
C 3.219 -0.974 -0.160 -0.2861
C 2.005 -0.652 -1.098 -0.3673
C 0.604 -0.926 -0.247 -0.5003
N 0.379 -2.332 -0.489 -0.1587
C -0.861 -2.763 0.117 -0.3720
C -1.728 -3.464 -0.981 -0.4830
O -1.252 -3.836 -2.025 0.0626
O -3.074 -3.651 -0.709 -0.0119
H 5.348 -4.479 -1.942 0.0461
H 5.993 -5.156 -0.475 0.0131
H 7.109 -4.908 -1.899 0.0641
H 6.932 -2.416 -1.499 0.0957
H 7.165 -3.217 0.083 0.0895
H 4.390 -3.399 -0.217 0.1078
H 5.228 -2.305 0.876 0.1083
H 4.322 -1.597 -1.982 0.1082
H 5.201 -0.543 -0.858 0.1040
H 3.390 -0.174 0.545 0.0129
H 2.903 -1.844 0.438 0.0970
H 2.046 0.324 -1.565 -0.0283
H 1.943 -1.382 -1.916 0.0985
H 0.842 -0.786 0.826 0.0161
H -0.238 -0.257 -0.531 0.0342
H -0.578 -3.509 0.890 -0.0304
H -1.378 -1.891 0.570 -0.0236
H -3.390 -4.369 -1.275 0.0923
Br -0.359 1.462 -2.892 0.6907
C 0.721 2.883 -3.660 -0.6996
C 1.183 2.537 -5.049 -0.6965
Br 2.651 1.258 -5.017 0.6105
H 1.541 3.063 -2.971 -0.0141
H 0.070 3.756 -3.681 0.0061
H 1.585 3.418 -5.549 0.0508
H 0.399 2.102 -5.661 0.0463
Br 2.938 4.466 -1.039 0.6133
C 1.254 4.085 -0.126 -0.7324
C 1.448 3.123 1.017 -0.6202
Br 1.644 1.287 0.348 1.0247
H 0.560 3.710 -0.875 0.0002
H 0.911 5.054 0.227 -0.0155
H 0.564 3.104 1.653 0.0116
H 2.320 3.353 1.626 0.0478
Br -3.521 4.879 -4.388 0.6115
C -2.846 6.703 -4.405 -0.6988
C -1.343 6.731 -4.325 -0.6914
Br -0.725 6.366 -2.518 0.6512
H -3.324 7.226 -3.582 0.0446
H -3.186 7.127 -5.348 0.0534
H -0.964 7.723 -4.562 0.0546
H -0.870 6.001 -4.975 0.0452
Br -2.659 3.122 -0.232 0.6299
C -3.135 3.584 1.600 -0.6956
C -2.955 5.055 1.886 -0.6935
Br -1.089 5.531 2.144 0.6876
H -2.538 2.947 2.246 0.0083
H -4.186 3.311 1.695 -0.0190
H -3.441 5.323 2.823 0.0524
H -3.329 5.693 1.091 -0.0107
Br -3.406 -1.524 1.670 0.7766
C -3.810 -1.159 3.537 -0.6927
C -3.579 0.286 3.883 -0.6881
Br -1.679 0.676 4.073 0.6240
H -3.202 -1.838 4.127 -0.0247
H -4.861 -1.417 3.660 0.0542
H -4.017 0.525 4.851 0.0521
H -3.969 0.967 3.133 0.0315
Br 0.057 -3.361 3.084 0.7742
C -0.025 -4.786 4.404 -0.6846
C -1.370 -5.463 4.403 -0.6800
Br -2.721 -4.384 5.302 0.6293
H 0.228 -4.349 5.365 0.0446
H 0.753 -5.489 4.111 0.0541
H -1.333 -6.393 4.968 0.0504
H -1.742 -5.663 3.402 0.0557
Br 5.784 -7.748 1.066 0.6175
C 4.090 -8.435 0.396 -0.6904
C 4.195 -8.864 -1.044 -0.7026
Br 4.194 -7.341 -2.254 0.6586
H 3.349 -7.657 0.553 0.0557
H 3.860 -9.287 1.032 0.0513
H 3.324 -9.451 -1.328 0.0530
H 5.096 -9.433 -1.252 0.0450
Br -5.682 6.913 -0.100 0.6454
C -7.379 6.519 0.765 -0.6909
C -7.198 5.571 1.920 -0.6854
Br -6.933 3.747 1.301 0.6672
H -8.044 6.132 -0.002 0.0503
H -7.752 7.480 1.113 0.0550
H -8.097 5.537 2.532 0.0553
H -6.347 5.822 2.546 0.0471
```

As for the total charge: -1. For the total energy, the calculation gives -42371.9198 a.u. The HOMO energy comes out at -1.5 eV. The value obtained for the maximum force is 5.39 eV/Å.

5.
Here is a 7-piece molecular cluster, C25H50Cl2O13 overall in a non-equilibrium geometry from the Open Molecules 2025 dataset. Energies are from ωB97M-V/def2-TZVPD.

Structure (XYZ):
```
90
Properties=species:S:1:pos:R:3:lowdin_charge:R:1
C -0.940 -2.382 2.041 -0.0647
C -1.247 -2.006 3.485 -0.1862
O -0.315 -0.960 3.817 0.0257
C -0.357 -0.505 5.063 -0.6332
O -1.165 -0.831 5.907 0.1114
O 0.429 0.545 5.133 -0.0106
C 0.372 1.436 6.271 -0.0023
H -1.632 -3.186 1.773 0.0814
H 0.000 -2.938 1.942 0.0393
H -0.829 -1.584 1.311 0.0739
H -1.112 -2.874 4.124 0.1305
H -2.266 -1.634 3.531 0.1052
H 1.256 2.038 6.101 0.0964
H 0.408 0.875 7.205 0.0950
H -0.608 1.912 6.246 0.0930
C -3.982 -1.976 -4.134 -0.0728
C -4.745 -1.343 -5.305 -0.2173
O -4.436 -0.012 -5.668 -0.0065
C -4.533 0.997 -4.792 -0.5512
C -4.018 2.287 -5.360 0.0184
O -5.004 0.948 -3.690 0.1058
H -4.435 -1.777 -3.162 0.0732
H -2.961 -1.604 -4.036 0.0627
H -4.023 -3.045 -4.337 0.0764
H -4.435 -1.914 -6.183 0.1182
H -5.822 -1.492 -5.205 0.1272
H -3.631 2.157 -6.370 0.0834
H -3.318 2.744 -4.664 0.0874
H -4.807 3.037 -5.458 0.0906
C -1.175 0.375 -2.433 -0.0430
C 0.328 0.218 -2.457 -0.1943
O 0.781 -0.008 -1.104 -0.0123
C 2.090 0.052 -0.853 -0.5333
C 2.319 -0.262 0.600 0.0234
O 2.960 0.299 -1.652 0.0903
H -1.505 1.225 -1.839 0.0684
H -1.667 -0.520 -2.055 0.0693
H -1.482 0.524 -3.471 0.0787
H 0.642 -0.690 -2.967 0.0846
H 0.869 1.055 -2.900 0.1313
H 1.514 0.127 1.222 0.0924
H 3.192 0.253 0.996 0.0426
H 2.471 -1.331 0.748 0.0155
C -3.601 0.918 4.325 -0.0608
C -2.862 1.648 3.231 -0.1911
O -3.434 1.242 1.978 -0.0161
C -3.128 1.853 0.843 -0.5630
C -4.031 1.471 -0.289 0.0171
O -2.215 2.635 0.722 0.0953
H -3.695 -0.157 4.213 0.0689
H -4.582 1.353 4.534 0.0800
H -3.102 1.079 5.286 0.0727
H -2.935 2.734 3.263 0.1317
H -1.827 1.293 3.225 0.1179
H -5.043 1.830 -0.090 0.0953
H -4.167 0.388 -0.251 0.0922
H -3.644 1.842 -1.228 0.0676
C 4.984 5.877 3.936 -0.0616
C 5.975 5.180 2.989 -0.2115
O 5.326 4.233 2.148 0.0056
C 5.711 2.973 2.146 -0.5553
C 4.821 2.091 1.302 0.0103
O 6.683 2.530 2.692 0.1016
H 5.491 6.376 4.757 0.0739
H 4.301 5.168 4.409 0.0748
H 4.373 6.533 3.318 0.0730
H 6.320 5.947 2.295 0.1216
H 6.810 4.766 3.549 0.1158
H 3.973 2.560 0.810 0.0877
H 4.615 1.213 1.911 0.0780
H 5.321 1.627 0.445 0.0986
C -1.010 -3.615 -1.730 -0.0498
C -0.007 -4.223 -2.736 -0.1953
O 0.683 -3.135 -3.347 -0.0200
C 1.949 -3.295 -3.721 -0.5562
C 2.576 -2.003 -4.210 0.0359
O 2.574 -4.319 -3.661 0.0925
H -1.481 -4.464 -1.226 0.0819
H -1.862 -3.215 -2.288 0.0554
H -0.547 -2.885 -1.076 0.0636
H 0.686 -4.773 -2.095 0.1106
H -0.479 -4.872 -3.468 0.1283
H 3.408 -2.314 -4.829 0.0937
H 2.906 -1.444 -3.331 0.0728
H 1.802 -1.371 -4.639 0.0833
Cl 2.468 -3.850 0.727 0.5247
C 3.832 -3.958 -0.448 -0.9671
Cl 5.232 -3.001 0.023 0.5379
H 4.161 -4.989 -0.392 0.0204
H 3.491 -3.711 -1.445 0.0033
```

As for the total charge: 0. For the total energy, the calculation gives -2881.1089 a.u. The HOMO energy comes out at -10.2 eV. The value obtained for the maximum force is 2.36 eV/Å.

Question: The highest maximum force belongs to which entry?
Answer: C25H49N3O7

Question: Number 1 is which compound?
Answer: C25H49FN3NbO3PSi